Here is a 2-piece molecular cluster, C3H9BrNPS overall at a distorted geometry from the Open Molecules 2025 dataset. Energies are from ωB97M-V/def2-TZVPD.

HOMO-LUMO gap (spin up / spin down) = 6.587 / 6.499 eV
HOMO (spin up / spin down) = -0.3137 / -0.3160 Eh
multiplicity = 1
energy relative to the best compared isomer or geometry (same formula, charge and spin) = 362.10 kJ/mol

Last column: Löwdin charge in e.
Cartesian coordinates (Å):
C 0.089 1.727 -0.951  -0.200
C -0.594 -0.627 -1.371  -0.130
C 0.192 -1.568 1.495  -0.370
N -0.390 0.461 -0.402  -0.488
P 0.177 0.226 1.216  0.327
S 3.075 1.276 0.837  -0.042
Br -1.526 0.684 2.366  0.378
H -0.657 2.153 -1.548  0.058
H 0.267 2.394 -0.021  0.067
H 1.108 1.702 -1.329  0.036
H -1.376 -1.298 -1.060  0.063
H -1.168 -0.081 -2.226  0.112
H 0.185 -1.144 -1.865  0.062
H 1.064 -2.013 1.058  0.026
H 0.294 -1.772 2.587  0.046
H -0.742 -2.121 1.214  0.055

---

Here is the molecule C3H9BrOSi at a distorted geometry from the Open Molecules 2025 dataset. Energies are from ωB97M-V/def2-TZVPD.

HOMO-LUMO gap = 10.489 eV
HOMO = -0.3615 Eh
multiplicity = 1
energy relative to the best compared isomer or geometry (same formula, charge and spin) = 29.26 kJ/mol
SMILES = CO[Si](C)(C)Br

Last column: Löwdin charge in e.
Cartesian coordinates (Å):
C 0.074 2.211 -0.882  -0.184
C -0.182 -1.094 1.515  -0.210
C 0.395 -1.121 -1.709  -0.217
O -0.039 1.151 -0.040  -0.317
Si 0.444 -0.367 -0.076  0.100
Br 2.767 0.050 0.371  0.236
H -0.216 3.236 -0.602  0.087
H -0.643 1.976 -1.746  0.102
H 1.120 2.188 -1.306  0.084
H 0.597 -0.927 2.324  0.037
H -1.224 -0.783 1.864  0.057
H -0.302 -2.221 1.491  0.041
H 1.026 -0.427 -2.271  0.019
H 0.995 -2.161 -1.594  0.096
H -0.595 -1.278 -2.273  0.070

---

Here is a 2-piece molecular cluster, C3H9BrP overall at a distorted geometry from the Open Molecules 2025 dataset. Energies are from ωB97M-V/def2-TZVPD.

net charge = +1
HOMO-LUMO gap = 6.564 eV
HOMO = -0.5251 Eh
multiplicity = 1
energy relative to the best compared isomer or geometry (same formula, charge and spin) = 162.01 kJ/mol

Last column: Löwdin charge in e.
Cartesian coordinates (Å):
C -0.018 -0.363 -1.681  -0.198
C 0.231 -1.194 1.238  -0.214
C 0.319 1.725 0.480  -0.216
P 0.659 0.020 -0.039  0.950
Br 3.915 -0.014 -0.024  0.028
H -0.124 0.550 -2.271  0.070
H -0.996 -0.843 -1.575  0.077
H 0.637 -1.046 -2.223  0.069
H 0.802 -0.990 2.145  0.069
H 0.460 -2.208 0.904  0.071
H -0.833 -1.135 1.474  0.078
H -0.752 1.933 0.402  0.078
H 0.855 2.429 -0.158  0.069
H 0.641 1.877 1.512  0.070

---

Here is an isolated ion of composition C3H9ClN3 and charge +1 at a distorted geometry from the Open Molecules 2025 dataset. Energies are from ωB97M-V/def2-TZVPD.

net charge = +1
HOMO-LUMO gap = 11.592 eV
HOMO = -0.5443 Eh
multiplicity = 1
energy relative to the best compared isomer or geometry (same formula, charge and spin) = 45.49 kJ/mol
SMILES = C[C@H](Cl)[NH+]=C(N)N

Last column: Löwdin charge in e.
Cartesian coordinates (Å):
C 0.336 0.386 1.307  -0.464
C -0.088 -0.944 -2.273  -0.128
C -0.782 -0.484 -1.055  -0.487
N 1.479 0.417 2.041  0.187
N -0.852 0.714 1.795  0.173
N 0.335 -0.294 0.112  0.064
Cl -1.423 1.305 -1.426  0.537
H 0.620 -0.294 -2.725  0.080
H -0.966 -1.032 -2.980  0.124
H 0.357 -1.853 -2.008  0.077
H -1.647 -1.012 -0.763  0.092
H 1.298 0.905 2.923  0.130
H 2.450 0.342 1.653  0.162
H -0.979 1.172 2.789  0.200
H -1.439 1.051 1.002  0.071
H 1.299 -0.380 -0.395  0.181

---

Here is C3H9ClN3O2S as an isolated structure at a distorted geometry from the Open Molecules 2025 dataset. Energies are from ωB97M-V/def2-TZVPD.

net charge = +1
HOMO-LUMO gap = 9.175 eV
HOMO = -0.4729 Eh
multiplicity = 1
energy relative to the best compared isomer or geometry (same formula, charge and spin) = 264.91 kJ/mol

Last column: Löwdin charge in e.
Cartesian coordinates (Å):
C 1.356 -0.145 -0.238  -0.470
C -0.499 1.413 0.281  0.181
C 2.050 -1.358 0.398  -0.009
N 1.193 0.829 0.708  0.107
N -0.852 0.376 -0.356  0.003
N 0.000 -0.497 -0.747  0.077
O -4.105 1.248 0.992  -0.328
O -3.414 0.320 -1.041  -0.508
S -4.688 0.578 -0.343  0.626
Cl -5.464 -1.133 0.448  0.321
H 1.959 0.101 -1.168  0.158
H -1.064 2.250 0.802  0.159
H 2.496 -2.007 -0.293  0.067
H 1.157 -1.822 0.940  0.119
H 2.661 -0.993 1.128  0.047
H 1.945 1.545 0.727  0.134
H -1.798 0.193 -0.607  0.084
H -4.578 0.909 1.754  0.048
H -0.069 -1.244 -1.413  0.184

---

Here is C3H9FFeOSi as an isolated structure at a distorted geometry from the Open Molecules 2025 dataset. Energies are from ωB97M-V/def2-TZVPD.

net charge = +2
HOMO-LUMO gap (spin up / spin down) = 9.766 / 4.249 eV
HOMO (spin up / spin down) = -0.6937 / -0.6278 Eh
multiplicity = 5

Last column: Mulliken spin population.
Cartesian coordinates (Å):
C 1.171 -1.364 0.843  0.086
C 1.767 -0.190 0.096  0.257
C 0.647 1.010 0.025  0.243
O -0.434 0.659 -0.706  0.245
Si -2.020 0.563 -0.178  0.019
F -2.368 -0.978 -0.204  0.004
H 0.123 -1.295 1.111  0.019
H 1.731 -1.510 1.759  0.017
H 1.260 -2.238 0.202  0.031
H 2.592 0.286 0.612  0.004
H 2.070 -0.397 -0.919  0.000
H 0.439 1.387 1.018  -0.013
H 1.270 1.694 -0.567  0.097
H -2.208 1.243 1.092  0.000
H -2.786 1.154 -1.370  -0.002
Fe -3.254 -0.023 -2.813  2.994

---

| no. | energy (a.u.) |
| --- | --- |
| 1 | -3487.90527 |
| 2 | -3058.51497 |
| 3 | -3034.74183 |
| 4 | -743.91834 |
| 5 | -1292.44035 |
| 6 | -1847.24444 |